Entry from the Open Molecules 2025 dataset: a cluster of 5 separate species, C25H48N4O6S in total at a distorted geometry (the ωB97M-V functional and the def2-TZVPD basis).

Output
- F_max (Eh/bohr) = 0.1583
- lowest unoccupied orbital energy (hartree) = 0.008
- calculated total energy (Ha) = -2049.62477
- ΔE to the lowest compared entry with this formula, charge and spin (kcal per mole) = 138.9
- SMILES string = NCCC[C@@H]1C[C@@H](CCCCSc2nnco2)[C@@H](N)O1.CC(C)=O.CC(C)=O.CC(C)=O.CC(C)=O
- gap between HOMO and LUMO (eV) = 8.68

Last column: Löwdin charge in e.
Cartesian coordinates (Å):
N (5.618, 1.549, -0.256)  -0.04
C (4.877, 0.726, -1.288)  -0.28
C (3.262, 0.872, -0.950)  -0.20
C (2.306, 0.608, -2.277)  -0.14
C (0.882, 0.017, -1.714)  -0.28
C (0.593, -1.624, -1.854)  -0.11
C (-1.076, -1.574, -1.949)  -0.20
C (-1.479, -1.552, -0.360)  -0.18
C (-3.076, -1.350, -0.048)  -0.19
C (-3.645, 0.169, -0.453)  -0.23
C (-4.762, 0.747, 0.598)  -0.48
S (-4.784, 2.610, 0.794)  0.84
C (-4.051, 3.482, -0.694)  -0.46
N (-4.830, 4.083, -1.875)  0.00
N (-3.808, 4.569, -2.722)  -0.06
C (-2.417, 4.315, -2.119)  -0.03
O (-2.572, 3.633, -0.800)  -0.12
C (-1.164, -0.206, -2.848)  -0.35
N (-2.472, 0.211, -3.483)  0.03
O (-0.375, 0.759, -2.064)  -0.14
H (6.516, 1.880, -0.714)  0.05
H (5.837, 0.948, 0.574)  0.04
H (5.179, -0.418, -1.136)  0.11
H (5.073, 1.111, -2.381)  0.12
H (2.993, 1.968, -0.577)  0.13
H (3.048, 0.101, -0.073)  0.11
H (2.763, -0.234, -2.977)  0.12
H (2.158, 1.639, -2.811)  0.12
H (0.915, 0.141, -0.546)  0.12
H (0.928, -1.980, -2.928)  0.12
H (0.823, -2.299, -0.925)  0.12
H (-1.318, -2.536, -2.586)  0.15
H (-1.184, -2.624, 0.074)  0.12
H (-0.889, -0.775, 0.292)  0.12
H (-3.196, -1.407, 1.136)  0.11
H (-3.769, -2.214, -0.468)  0.09
H (-2.725, 0.899, -0.632)  0.11
H (-4.208, 0.003, -1.491)  0.11
H (-4.544, 0.296, 1.678)  0.09
H (-5.854, 0.410, 0.253)  0.10
H (-1.371, 4.598, -2.617)  0.15
H (-0.460, -0.451, -3.767)  0.15
H (-2.232, 0.638, -4.427)  0.09
H (-2.947, -0.700, -3.753)  0.09
C (-4.680, 2.875, 6.260)  -0.03
C (-5.413, 2.789, 4.948)  -0.49
C (-5.485, 4.038, 4.111)  -0.04
O (-5.933, 1.739, 4.575)  0.04
H (-4.708, 1.899, 6.756)  0.08
H (-3.636, 3.147, 6.085)  0.09
H (-5.162, 3.611, 6.908)  0.08
H (-4.477, 4.363, 3.841)  0.09
H (-6.003, 4.826, 4.663)  0.09
H (-6.043, 3.828, 3.193)  0.05
C (5.263, -2.772, 1.402)  -0.03
C (5.497, -1.610, 2.330)  -0.48
C (4.861, -1.672, 3.693)  -0.02
O (6.183, -0.648, 1.989)  0.04
H (5.782, -2.590, 0.455)  0.08
H (5.657, -3.689, 1.846)  0.09
H (4.194, -2.876, 1.200)  0.09
H (5.238, -2.540, 4.240)  0.09
H (3.774, -1.727, 3.593)  0.09
H (5.116, -0.767, 4.254)  0.09
C (-6.449, -4.227, 1.734)  -0.02
C (-6.702, -3.585, 0.396)  -0.48
C (-8.083, -3.720, -0.188)  -0.02
O (-5.815, -2.973, -0.197)  0.03
H (-5.410, -4.048, 2.031)  0.08
H (-7.109, -3.789, 2.487)  0.09
H (-6.612, -5.305, 1.665)  0.09
H (-8.816, -3.260, 0.479)  0.09
H (-8.319, -4.776, -0.343)  0.09
H (-8.120, -3.208, -1.156)  0.09
C (8.906, 0.520, -3.849)  -0.03
C (8.962, 1.056, -2.444)  -0.49
C (9.842, 0.332, -1.460)  -0.02
O (8.314, 2.047, -2.112)  0.04
H (8.232, 1.141, -4.448)  0.09
H (9.902, 0.550, -4.298)  0.09
H (8.523, -0.504, -3.841)  0.09
H (10.879, 0.355, -1.802)  0.09
H (9.501, -0.700, -1.345)  0.09
H (9.783, 0.831, -0.486)  0.09